(1)
# C10H22BBrCaCl3F2N4O12S2

A structure of composition C10H22BBrCaCl3F2N4O12S2 at a distorted geometry (ωB97M-V/def2-TZVPD, the OMol25 dataset).

* gap between HOMO and LUMO: 1.646 eV
* E_LUMO: -2.084 eV
* net charge: -1
* spin multiplicity: 1

Atoms and positions in Å:
C  0.77  1.78  2.99
B  -0.19  2.92  2.31
O  0.40  4.08  1.65
C  -1.80  2.64  2.46
N  -2.46  3.46  3.45
C  -3.85  2.99  3.42
C  -3.96  1.88  2.36
N  -2.64  1.69  1.77
H  1.25  1.07  2.18
H  0.10  1.16  3.72
H  1.53  2.33  3.65
H  0.60  4.73  2.40
H  -2.07  4.20  4.04
H  -4.71  3.36  4.09
H  -4.92  1.23  2.06
H  -2.32  1.03  1.03
N  -2.31  -1.33  1.31
C  -2.76  -1.27  2.58
C  -3.32  -2.34  3.25
C  -3.42  -3.55  2.58
C  -2.96  -3.64  1.27
C  -2.42  -2.51  0.68
H  -2.66  -0.30  3.06
H  -3.66  -2.24  4.27
H  -3.85  -4.42  3.07
H  -3.03  -4.57  0.71
H  -2.05  -2.53  -0.34
Cl  1.64  0.11  0.87
O  1.14  -3.44  1.29
H  1.40  -2.48  1.37
H  1.16  -3.74  0.36
H  0.26  -3.60  1.71
Br  -6.01  -0.06  1.66
Ca  0.59  4.70  -0.16
O  -5.23  -2.76  5.81
H  -5.67  -2.28  6.51
H  -5.93  -3.31  5.43
N  1.60  0.46  -4.38
S  3.02  0.97  -4.85
O  4.16  0.08  -4.62
O  3.28  2.38  -4.74
F  2.84  0.82  -6.41
S  1.49  0.42  -2.81
O  0.35  -0.34  -2.33
O  1.75  1.64  -2.08
F  2.69  -0.52  -2.36
C  5.31  -1.51  -0.36
O  4.30  -2.32  -0.94
H  6.19  -2.14  -0.16
H  5.58  -0.71  -1.05
H  4.95  -1.09  0.58
H  3.54  -1.75  -1.10
Cl  5.96  0.49  -5.66
O  3.59  0.22  -9.35
Cl  3.28  1.63  -9.52
O  1.85  1.82  -9.39
O  3.70  2.06  -10.84
O  3.97  2.41  -8.52

---

(2)
# ClH2O2PS2

The molecule ClH2O2PS2 at a distorted geometry (ωB97M-V/def2-TZVPD, the OMol25 dataset).

* gap between HOMO and LUMO: 9.033 eV
* E_LUMO: -0.948 eV
* net charge: 0
* spin multiplicity: 1
* relative energy (zero: lowest compared OMol25 entry of this formula, charge and spin): 83.3 kcal/mol

Atoms and positions in Å:
O  -0.58  -0.44  -0.97
O  -2.41  -1.61  0.07
P  0.86  0.25  0.02
S  0.06  -0.75  1.65
S  -1.65  -0.40  0.17
Cl  0.13  2.04  -0.23
H  1.58  0.14  -1.32
H  2.01  0.78  0.61

---

(3)
# C6H12O

A cluster of 2 separate species, C6H12O in total (ωB97M-V/def2-TZVPD, the OMol25 dataset).

* gap between HOMO and LUMO: 10.709 eV
* E_LUMO: 0.988 eV
* SMILES: CC1(O)CC1.C=C
* net charge: 0
* spin multiplicity: 1
* relative energy (zero: lowest compared OMol25 entry of this formula, charge and spin): 58.7 kcal/mol

Atoms and positions in Å:
C  2.38  -0.76  -0.19
C  0.94  -0.43  0.10
O  0.60  -0.32  1.45
C  0.30  0.39  -0.98
C  -1.91  1.49  0.74
C  -2.50  0.31  0.56
C  -0.05  -1.08  -0.79
H  3.03  0.07  0.07
H  2.49  -0.95  -1.26
H  2.68  -1.66  0.36
H  0.88  0.56  1.75
H  1.00  0.73  -1.74
H  -0.50  1.09  -0.82
H  -1.25  1.67  1.58
H  -1.98  2.29  0.00
H  -3.07  0.08  -0.34
H  -2.35  -0.50  1.27
H  0.26  -1.83  -1.51
H  -1.00  -1.31  -0.30

---

(4)
# C43H80BrF4N2O8P

A cluster of 3 separate species, C43H80BrF4N2O8P in total at a distorted geometry (ωB97M-V/def2-TZVPD, the OMol25 dataset).

* gap between HOMO and LUMO (alpha / beta): 9.309 / 9.570 eV
* expectation value of S²: 2.008
* E_LUMO (alpha / beta): 0.518 / -0.024 eV
* net charge: 0
* spin multiplicity: 3

Atoms and positions in Å:
C  -7.72  0.83  -5.42
C  -6.59  1.66  -6.09
C  -6.12  2.88  -5.26
C  -4.89  2.53  -4.37
C  -3.54  3.15  -4.87
C  -2.52  1.99  -4.94
C  -1.05  2.41  -5.33
C  -0.20  1.63  -4.29
C  -0.10  2.38  -2.94
P  -0.44  1.22  -1.59
O  -1.77  0.62  -1.74
O  -0.32  2.08  -0.23
C  -1.00  1.53  0.91
C  -1.10  2.65  1.97
O  0.66  0.03  -1.67
C  0.48  -1.01  -0.68
C  0.89  -2.35  -1.35
O  -1.06  3.85  -5.19
C  -0.48  4.51  -6.22
O  -0.58  5.67  -6.31
C  0.33  3.49  -7.11
C  1.61  3.31  -6.22
C  2.79  4.25  -6.49
C  2.49  5.75  -6.51
F  3.51  3.91  -7.63
C  0.60  3.90  -8.56
Br  -0.86  4.97  -9.36
C  1.00  2.70  -9.48
C  2.40  2.88  -10.13
C  -0.59  2.24  -6.81
C  -1.55  1.62  -7.84
C  -2.80  2.40  -8.28
O  -3.94  1.83  -7.61
C  -3.13  2.21  -9.78
F  -2.10  2.30  -10.60
F  -3.60  0.97  -9.93
F  -4.12  2.99  -10.16
H  -7.32  -0.16  -5.17
H  -8.12  1.27  -4.51
H  -8.51  0.63  -6.15
H  -6.95  2.02  -7.06
H  -5.74  1.00  -6.21
H  -6.95  3.13  -4.58
H  -5.96  3.79  -5.85
H  -4.82  1.44  -4.30
H  -5.09  2.91  -3.36
H  -3.27  3.86  -4.10
H  -3.67  3.63  -5.84
H  -2.89  1.16  -5.53
H  -2.48  1.61  -3.91
H  0.82  1.45  -4.64
H  -0.63  0.63  -4.13
H  -0.88  3.14  -2.89
H  0.90  2.83  -2.85
H  -2.03  1.22  0.69
H  -0.41  0.70  1.30
H  -0.21  3.27  1.93
H  -1.96  3.29  1.76
H  -1.22  2.17  2.94
H  -0.54  -1.11  -0.31
H  1.12  -0.81  0.19
H  1.92  -2.55  -1.08
H  0.85  -2.28  -2.44
H  0.27  -3.18  -1.02
H  1.38  3.45  -5.16
H  2.00  2.29  -6.30
H  3.49  4.10  -5.65
H  3.43  6.26  -6.68
H  2.19  6.03  -5.49
H  1.71  6.05  -7.20
H  1.43  4.58  -8.65
H  0.29  2.74  -10.31
H  0.93  1.74  -8.96
H  2.35  2.67  -11.20
H  3.08  2.14  -9.69
H  2.81  3.88  -10.02
H  0.15  1.42  -6.70
H  -1.05  1.25  -8.73
H  -1.95  0.72  -7.36
H  -2.80  3.46  -7.99
H  -4.62  2.51  -7.66
C  -0.03  -2.43  4.97
C  0.34  -2.96  3.56
C  0.13  -4.47  3.50
C  1.21  -5.26  4.24
C  2.60  -4.85  3.78
C  2.83  -3.34  3.86
N  1.74  -2.56  3.22
O  1.88  -2.64  1.93
C  2.98  -2.92  5.34
C  4.19  -3.01  3.24
C  -0.68  -2.30  2.63
H  -1.07  -2.10  5.02
H  0.09  -3.18  5.75
H  0.58  -1.56  5.24
H  0.12  -4.80  2.46
H  -0.85  -4.73  3.91
H  1.11  -5.13  5.32
H  1.07  -6.33  4.06
H  3.35  -5.37  4.38
H  2.74  -5.19  2.75
H  3.05  -1.84  5.44
H  3.89  -3.35  5.77
H  2.17  -3.27  5.98
H  4.27  -3.36  2.21
H  4.99  -3.50  3.81
H  4.38  -1.93  3.26
H  -0.57  -1.21  2.62
H  -1.69  -2.53  2.96
H  -0.60  -2.66  1.60
C  0.51  -1.83  11.63
C  0.88  -2.37  10.22
C  0.69  -3.89  10.18
C  1.77  -4.67  10.93
C  3.16  -4.25  10.47
C  3.38  -2.73  10.54
N  2.28  -1.97  9.88
O  2.43  -2.06  8.60
C  3.53  -2.31  12.01
C  4.74  -2.40  9.91
C  -0.13  -1.73  9.27
H  -0.53  -1.51  11.66
H  0.63  -2.58  12.41
H  1.10  -0.96  11.89
H  0.68  -4.23  9.14
H  -0.29  -4.15  10.58
H  1.66  -4.53  12.01
H  1.63  -5.74  10.75
H  3.91  -4.76  11.07
H  3.30  -4.60  9.44
H  3.59  -1.22  12.10
H  4.44  -2.72  12.44
H  2.72  -2.65  12.65
H  4.82  -2.76  8.89
H  5.54  -2.88  10.48
H  4.92  -1.33  9.92
H  -0.03  -0.64  9.26
H  -1.15  -1.97  9.60
H  -0.04  -2.10  8.25

---

(5)
# C10H7FeN3O6

A structure of composition C10H7FeN3O6 at a distorted geometry (ωB97M-V/def2-TZVPD, the OMol25 dataset).

* gap between HOMO and LUMO (alpha / beta): 7.983 / 6.100 eV
* expectation value of S²: 6.047
* E_LUMO (alpha / beta): -8.472 / -11.067 eV
* net charge: +2
* spin multiplicity: 5

Atoms and positions in Å:
O  -0.77  -4.01  -3.10
C  -0.52  -2.92  -3.36
Fe  0.06  0.25  0.46
O  -1.37  2.20  -1.51
C  -0.61  1.65  -0.83
C  0.71  -1.20  1.16
O  1.18  -2.16  1.61
C  1.75  0.59  -0.31
O  2.84  0.83  -0.59
C  -1.54  -0.48  0.57
O  -2.52  -0.98  0.94
C  1.49  5.16  1.12
N  1.00  3.97  1.81
C  0.80  4.01  3.16
C  0.29  2.91  3.78
C  0.01  1.75  3.02
N  0.19  1.73  1.67
C  0.58  2.91  1.08
O  0.58  3.03  -0.19
N  -0.42  0.62  3.61
H  1.62  4.91  0.08
H  2.44  5.49  1.55
H  0.79  5.98  1.22
H  1.04  4.94  3.67
H  0.11  2.87  4.85
H  -0.58  0.64  4.61
H  -0.63  -0.21  3.05

---

(6)
# C5H10N2

The molecule C5H10N2 at a distorted geometry (ωB97M-V/def2-TZVPD, the OMol25 dataset).

* gap between HOMO and LUMO: 9.014 eV
* E_LUMO: 1.014 eV
* SMILES: C[C@H](C#CN)CN
* net charge: 0
* spin multiplicity: 1
* relative energy (zero: lowest compared OMol25 entry of this formula, charge and spin): 45.7 kcal/mol

Atoms and positions in Å:
C  0.76  0.54  -0.05
C  0.44  0.38  1.50
C  0.07  1.72  -0.73
N  -0.98  0.37  1.78
N  -0.39  -2.92  -1.68
C  0.37  -0.71  -0.65
C  0.06  -1.72  -1.24
H  1.85  0.65  -0.12
H  -1.18  0.04  2.71
H  -1.41  1.26  1.58
H  0.26  -3.39  -2.30
H  -1.35  -2.91  -1.98
H  0.96  1.22  2.00
H  0.87  -0.55  1.88
H  0.19  1.65  -1.81
H  -1.00  1.71  -0.53
H  0.48  2.67  -0.36

---

(7)
# C11H24N6O5

A cluster of 2 separate species, C11H24N6O5 in total at a distorted geometry (ωB97M-V/def2-TZVPD, the OMol25 dataset).

* gap between HOMO and LUMO: 9.013 eV
* E_LUMO: 0.407 eV
* SMILES: [H]/N=C(\N)NCCC[C@H](N)C(=O)O.NC(=O)CC[C@H](N)C(=O)O
* net charge: 0
* spin multiplicity: 1
* relative energy (zero: lowest compared OMol25 entry of this formula, charge and spin): 45.6 kcal/mol

Atoms and positions in Å:
C  0.74  0.91  -0.32
C  0.99  2.40  -0.06
C  1.99  0.21  -0.86
C  3.13  0.06  0.15
C  4.31  -0.70  -0.44
C  6.51  -1.46  0.29
C  -3.96  -1.69  -0.38
C  -4.79  -2.13  0.83
C  -3.61  -0.23  -0.74
C  -3.00  0.59  0.38
C  -2.96  2.05  0.13
H  -1.18  1.19  -0.92
H  -0.15  1.26  -2.11
H  0.45  0.47  0.66
H  2.34  0.77  -1.77
H  1.69  -0.77  -1.23
H  2.75  -0.44  1.05
H  3.48  1.05  0.47
H  4.71  -0.11  -1.30
H  4.11  -1.64  -0.85
H  5.57  0.08  1.00
H  8.37  -1.42  0.22
H  5.62  -3.18  0.04
H  7.28  -3.24  -0.22
H  1.68  3.62  1.24
H  -3.91  -2.54  -2.36
H  -5.40  -2.20  -1.74
H  -3.03  -2.16  -0.17
H  -4.55  0.25  -0.96
H  -3.04  -0.24  -1.58
H  -2.11  0.21  0.69
H  -3.61  0.55  1.20
H  -2.20  2.19  1.98
H  -2.53  3.61  1.32
H  -5.58  -3.55  -0.14
N  -0.36  0.73  -1.28
N  5.35  -0.82  0.57
N  7.65  -0.89  0.62
N  6.44  -2.67  -0.29
N  -4.54  -2.47  -1.49
N  -2.52  2.69  1.28
O  0.64  3.28  -0.82
O  1.55  2.66  1.12
O  -4.49  -1.59  1.94
O  -3.29  2.51  -0.94
O  -5.78  -3.10  0.67

---

(8)
# C6H15PS

A cluster of 2 separate species, C6H15PS in total at a distorted geometry (ωB97M-V/def2-TZVPD, the OMol25 dataset).

* gap between HOMO and LUMO (alpha / beta): 5.816 / 6.753 eV
* expectation value of S²: 2.006
* E_LUMO (alpha / beta): 0.852 / -1.894 eV
* net charge: 0
* spin multiplicity: 3

Atoms and positions in Å:
C  3.70  1.06  -0.45
C  2.09  -1.13  -0.45
C  -1.64  0.50  0.07
C  -3.33  -1.74  0.31
C  1.72  0.87  0.94
C  2.52  0.31  0.06
P  -3.06  -0.31  -0.73
S  -4.67  0.89  0.02
H  3.78  1.17  -1.63
H  4.64  0.51  -0.28
H  3.86  2.09  -0.06
H  3.00  -1.36  -1.09
H  2.08  -1.75  0.51
H  1.11  -1.10  -0.91
H  -1.56  1.50  -0.52
H  -1.69  0.96  0.96
H  -0.68  -0.04  0.04
H  -4.30  -1.99  0.10
H  -2.65  -2.56  0.02
H  -3.17  -1.62  1.41
H  1.02  0.21  1.48
H  1.95  1.83  1.25
H  -4.71  1.70  -1.04

---

Among the records above, which one has the lowest net charge?
C10H22BBrCaCl3F2N4O12S2

---

Look up the spin multiplicity of the fourth one.
3